(1)
Below is a single C31H28N2O4 molecule in a non-equilibrium geometry, with properties calculated with ωB97M-V/def2-TZVPD.

The value obtained for the total energy is -43768.966 eV. As for the HOMO-LUMO gap: 7.39 eV. As for the SMILES: CCOC(=O)[C@H](c1ccc([N+](=O)[O-])cc1)C1(c2ccc(N(C)C)cc2)c2ccccc2-c2ccccc21. As for the energy above the lowest of the compared OMol25 structures with the same formula, charge and spin: 381.1 kJ/mol. As for the highest occupied orbital energy: -8.038 eV.

Element x y z (Å)
C 1.3566 -1.1577 6.2277
C 0.6252 -1.5118 4.9779
O 0.3817 -0.2556 4.2952
C -0.2350 -0.4568 3.1198
C -0.1264 0.7345 2.1677
C -1.4128 0.9594 1.3876
C -2.2812 -0.0794 1.0189
C -3.4274 0.1715 0.2650
C -3.7143 1.4863 -0.1219
N -4.6748 1.7034 -1.1615
O -4.8483 2.8686 -1.5859
O -5.2772 0.7086 -1.6333
C -2.9301 2.5581 0.3541
C -1.7930 2.2881 1.1090
O -0.7679 -1.5343 2.8734
H 1.7874 -2.0501 6.6731
H 2.1620 -0.4508 6.0310
H 0.6649 -0.7242 6.9548
H 1.2159 -2.1620 4.3187
H -0.3413 -1.9916 5.1766
H 0.0056 1.6512 2.7573
H -2.0796 -1.0987 1.3287
H -4.1016 -0.6312 -0.0338
H -3.2401 3.5705 0.1174
H -1.1937 3.1089 1.5095
C 5.3073 -0.3334 6.4559
N 5.4976 -0.0317 5.0511
C 6.8844 -0.1040 4.6363
C 4.4354 0.0609 4.1435
C 3.5118 1.1310 4.2429
C 2.4939 1.2703 3.3093
C 2.2857 0.2906 2.3369
C 1.1071 0.4649 1.3669
C 0.8174 -0.7202 0.4054
C 0.5744 -0.2258 -0.8892
C 0.2898 -1.0715 -1.9604
C 0.2210 -2.4474 -1.7213
C 0.5063 -2.9423 -0.4427
C 0.8200 -2.0808 0.6259
C 0.8903 1.2043 -0.9129
C 1.3477 1.5869 0.3617
C 1.9611 2.8120 0.5484
C 2.0077 3.7042 -0.5341
C 1.4946 3.3460 -1.7882
C 0.9637 2.0710 -2.0001
C 3.1860 -0.7602 2.2194
C 4.2475 -0.8836 3.1161
H 4.2590 -0.2113 6.7430
H 5.6197 -1.3685 6.6726
H 5.9346 0.3339 7.0610
H 7.0125 0.3348 3.6409
H 7.4877 0.4600 5.3613
H 7.2433 -1.1437 4.6213
H 3.6517 1.8928 5.0113
H 1.8758 2.1745 3.3445
H 0.1648 -0.6296 -2.9504
H -0.0253 -3.1288 -2.5386
H 0.4970 -4.0182 -0.2596
H 1.0669 -2.4995 1.6034
H 2.3910 3.0632 1.5143
H 2.4626 4.6805 -0.3867
H 1.5245 4.0630 -2.6150
H 0.6231 1.7160 -2.9708
H 3.0608 -1.4976 1.4235
H 4.9259 -1.7382 3.0497

Forces on atoms 1 to 6 (eV/Å):
0.0345 0.0576 0.6647
-0.2178 0.0761 0.0122
-0.3651 -0.4487 -0.5696
-1.0792 -1.1351 0.5047
-2.0305 0.0660 1.3776
-0.6211 0.1997 -0.0582

Mulliken atomic charge list, values in e, 2 entries: -0.938, -0.110

---

(2)
Below is a molecular structure, C31H28N4O4S4Sb2TeZr in a non-equilibrium geometry, with properties calculated with ωB97M-V/def2-TZVPD.

The value obtained for the total energy is -111745.634 eV. As for the HOMO-LUMO gap: 6.32 eV. As for the highest occupied orbital energy: -6.841 eV.

Element x y z (Å)
Zr 0.0203 -1.2952 -0.1295
O -0.2938 -2.4762 -4.0008
C -0.3140 -1.7450 -2.9127
O -0.5551 -2.3313 -1.7467
C -0.7929 -0.3352 -3.0027
C -1.0897 0.4148 -4.1142
C -1.2713 1.7829 -3.9234
C -1.0144 2.3635 -2.6922
C -0.6380 1.5306 -1.6506
N -0.6770 0.2094 -1.7828
C 0.0170 1.8955 -0.3476
O -0.4873 3.0645 0.1879
O 0.0443 0.8521 0.4783
H -0.0321 -3.4207 -3.7327
H -1.1566 -0.0528 -5.0878
H -1.5439 2.4085 -4.7648
H -1.0237 3.4359 -2.5464
H -0.0767 3.1750 1.0551
C -3.6598 -1.8685 -1.8318
C -3.3758 -0.7463 -0.8817
C -4.0449 0.4585 -0.9904
C -3.8402 1.4466 -0.0385
C -3.0075 1.1893 1.0303
C -2.3407 -0.0290 1.0670
N -2.4916 -0.9633 0.1218
Sb -1.2308 -0.4384 2.9277
C -1.0997 -2.5545 2.6297
C -1.0800 -3.3962 3.7253
C -1.1762 -4.7601 3.4989
C -1.3543 -5.2062 2.2060
C -1.3669 -4.3096 1.1437
C -1.5901 -4.7867 -0.2479
N -1.1889 -2.9910 1.3608
C 0.9087 -0.1462 2.7017
C 1.4381 0.6975 3.6562
C 2.7763 1.0481 3.5557
C 3.5125 0.5221 2.5235
C 2.9369 -0.3617 1.6079
C 3.8167 -0.9453 0.5475
N 1.6301 -0.6899 1.6952
H -4.2435 -1.5178 -2.6825
H -2.7443 -2.3317 -2.1891
H -4.2348 -2.6386 -1.3127
H -4.7259 0.6153 -1.8164
H -4.3434 2.4025 -0.1222
H -2.8584 1.9189 1.8140
H -0.9929 -2.9919 4.7238
H -1.1540 -5.4586 4.3275
H -1.4836 -6.2603 1.9957
H -2.1615 -5.7157 -0.2498
H -2.1030 -4.0307 -0.8337
H -0.6426 -4.9797 -0.7604
H 0.8128 1.0797 4.4511
H 3.2248 1.7291 4.2696
H 4.5539 0.7864 2.3971
H 4.7841 -0.4452 0.5534
H 3.9509 -2.0099 0.7260
H 3.3812 -0.8495 -0.4413
S 0.5369 -5.0756 -3.0627
Sb 2.3398 -4.4610 -1.7657
S 1.5088 -3.3164 0.2231
S 1.6583 -0.9676 -2.4711
S 3.0092 -2.3424 -3.0545
Te 2.2082 2.3857 -1.0285
C 2.2416 4.3067 -0.1544
C 2.8929 4.5047 1.0613
C 3.0367 5.7876 1.5812
C 2.5242 6.8790 0.8931
C 1.8564 6.6857 -0.3111
C 1.7179 5.4061 -0.8345
H 3.2939 3.6538 1.6002
H 3.5561 5.9327 2.5215
H 2.6494 7.8795 1.2895
H 1.4541 7.5340 -0.8529
H 1.2090 5.2595 -1.7797

Forces on atoms 1 to 6 (eV/Å):
-0.0473 -0.3426 0.6123
-0.5214 1.0743 0.0110
0.7378 -0.2167 -0.4881
-0.8018 0.0113 -0.5289
-0.0836 -0.1183 0.2188
-0.2586 0.0168 -0.1501

Mulliken atomic charge list, values in e, 2 entries: -1.363, -0.599

---

(3)
Below is a molecular structure, C31H28N6O5PSTl in a non-equilibrium geometry, with properties calculated with ωB97M-V/def2-TZVPD.

The value obtained for the total energy is -76594.114 eV. As for the HOMO-LUMO gap: 3.54 eV. As for the energy above the lowest of the compared OMol25 structures with the same formula, charge and spin: 268.8 kJ/mol. The total charge is -2. As for the highest occupied orbital energy: 0.540 eV.

Element x y z (Å)
Tl -0.8892 0.0530 -0.3553
C 1.3939 -0.6641 4.1067
C 1.0882 -0.6987 2.6211
N 0.7449 0.3715 1.9570
N 0.4389 1.4829 2.6337
C -0.1136 2.5911 2.0970
N -0.6414 3.4494 3.0655
S -0.0712 3.0435 0.5132
C 1.1539 -1.9472 1.9219
C 1.3624 -3.1628 2.6134
C 1.4844 -4.3341 1.9088
C 1.3381 -4.3118 0.5248
C 1.0260 -3.0928 -0.0603
N 0.9564 -1.9484 0.5843
H 1.7601 0.3219 4.4021
H 2.1792 -1.3822 4.3282
H 0.5143 -0.9108 4.7088
H 0.2912 1.4076 3.6424
H -1.2819 2.9770 3.6950
H -1.1025 4.2273 2.6119
H 1.3995 -3.1877 3.6934
H 1.6846 -5.2636 2.4280
H 1.4421 -5.2089 -0.0709
H 0.8151 -3.0513 -1.1163
O 0.5184 -1.9936 -2.8356
C 1.0236 -0.9191 -2.8404
C 1.9063 0.0099 -3.2059
C 1.8783 0.3609 -4.6135
C 2.7180 1.2976 -5.1203
C 3.6324 1.9702 -4.2908
C 3.6212 1.7201 -2.9302
C 2.7910 0.7787 -2.3394
P 2.5355 0.6714 -0.5467
C 3.5991 -0.7323 -0.0256
C 3.9719 -1.7414 -0.9063
C 4.6284 -2.8693 -0.4473
C 4.9148 -3.0152 0.9010
C 4.5480 -2.0137 1.7864
C 3.8901 -0.8886 1.3309
C 3.6395 2.0591 -0.0544
C 3.1092 3.3354 -0.2323
C 3.8494 4.4613 0.0657
C 5.1459 4.3368 0.5426
C 5.6869 3.0745 0.7107
C 4.9437 1.9443 0.4135
H 1.1560 -0.1485 -5.2355
H 2.6807 1.5349 -6.1764
H 4.3125 2.6999 -4.7090
H 4.3059 2.2826 -2.3096
H 3.7454 -1.6311 -1.9588
H 4.9241 -3.6400 -1.1482
H 5.4082 -3.9101 1.2608
H 4.7811 -2.1120 2.8399
H 3.5981 -0.1071 2.0178
H 2.1057 3.4302 -0.6182
H 3.4175 5.4414 -0.0827
H 5.7317 5.2182 0.7745
H 6.7056 2.9651 1.0622
H 5.3943 0.9686 0.5229
O -2.2209 0.7945 2.0570
N -2.4634 -0.3635 2.5007
O -2.1533 -1.3351 1.7746
O -2.9558 -0.9929 -2.2058
C -3.2549 0.1136 -2.6402
C -4.5572 0.3660 -3.4588
C -4.4533 1.8341 -3.8045
C -3.1226 2.2740 -3.1065
O -2.7262 3.4240 -3.1746
N -2.5550 1.2375 -2.4806
H -5.4163 0.1269 -2.8275
H -4.5812 -0.2883 -4.3321
H -5.2687 2.4434 -3.4102
H -4.3710 2.0254 -4.8763

Forces on atoms 1 to 6 (eV/Å):
-0.1929 -0.0097 -0.5852
-0.1492 0.0531 -0.2989
-0.3798 2.4074 0.6224
-0.1998 -1.3370 0.0193
0.3003 -0.1210 1.6730
0.0448 1.0206 -0.8887

Mulliken atomic charge list, values in e, 2 entries: 0.616, -2.635

---

(4)
Below is a molecular structure, C31H29BrN5O3RhS, with properties calculated with ωB97M-V/def2-TZVPD.

The value obtained for the total energy is -130084.303 eV. As for the HOMO-LUMO gap: 6.79 eV. As for the energy above the lowest of the compared OMol25 structures with the same formula, charge and spin: 0.0 kJ/mol. The total charge is +2. As for the highest occupied orbital energy: -13.488 eV.

Element x y z (Å)
Rh 0.2950 -0.9298 0.2638
Br -3.2981 -2.7284 6.7267
C -2.0890 -2.4856 5.3143
C -0.7379 -2.7535 5.5095
C 0.1556 -2.5843 4.4706
C -0.2943 -2.1265 3.2288
C -1.6492 -1.8779 3.0376
C -2.5471 -2.0601 4.0770
N 0.5844 -1.9580 2.1113
C 1.8094 -2.3452 2.1616
C 2.6002 -2.3696 0.9368
C 3.8637 -2.9187 0.8744
C 4.4646 -3.0633 -0.3731
C 3.7714 -2.6779 -1.5026
C 2.5044 -2.1220 -1.3702
N 1.9422 -1.9656 -0.1762
H -0.3894 -3.1007 6.4719
H 1.1934 -2.8133 4.6609
H -2.0105 -1.5571 2.0749
H -3.6014 -1.8756 3.9251
H 2.2558 -2.7733 3.0511
H 4.3646 -3.2350 1.7786
H 5.4578 -3.4834 -0.4516
H 4.1970 -2.7842 -2.4897
H 1.9452 -1.7756 -2.2266
C -0.1097 6.6509 -2.7736
C 0.3129 5.2589 -2.4113
C 1.3960 4.6514 -3.0402
C 1.8060 3.3746 -2.6914
C 1.1144 2.6973 -1.6961
C 0.0264 3.2801 -1.0525
C -0.3672 4.5511 -1.4142
S 1.6216 1.0865 -1.2670
O 1.7799 0.9549 0.1984
O 2.7459 0.7478 -2.0862
N 0.3755 0.0771 -1.4064
C -0.3078 -0.4869 -2.4789
C -0.3781 -0.0602 -3.7795
C -1.1721 -0.7776 -4.7020
C -1.8732 -1.8957 -4.3452
C -1.8014 -2.3781 -3.0166
C -2.4642 -3.5351 -2.5472
C -2.3116 -3.9356 -1.2465
C -1.4901 -3.1909 -0.3893
N -0.8769 -2.0990 -0.8007
C -1.0114 -1.6683 -2.0999
H 0.2676 6.9388 -3.7526
H 0.2784 7.3644 -2.0441
H -1.1950 6.7439 -2.7779
H 1.9293 5.1850 -3.8161
H 2.6514 2.9085 -3.1769
H -0.4993 2.7373 -0.2784
H -1.2167 5.0120 -0.9256
H 0.1579 0.8239 -4.0990
H -1.2253 -0.4180 -5.7204
H -2.4818 -2.4241 -5.0661
H -3.0889 -4.1002 -3.2273
H -2.8004 -4.8188 -0.8628
H -1.3354 -3.4862 0.6401
C -1.7971 3.1383 2.7427
N -1.1687 1.9325 2.2019
C 0.1346 1.6035 2.7628
C -1.7840 1.2256 1.2816
O -1.3967 0.1816 0.7103
H -1.2194 4.0158 2.4537
H -1.8256 3.0718 3.8292
H -2.8131 3.2299 2.3678
H 0.7797 2.4792 2.7053
H 0.6028 0.8026 2.2031
H 0.0142 1.3101 3.8060
H -2.7708 1.6045 1.0040

Forces on atoms 1 to 6 (eV/Å):
0.5455 0.7182 0.0424
0.0069 0.0123 -0.0046
-0.0248 -0.0334 -0.0164
0.0002 -0.0043 -0.0036
-0.1242 0.1189 -0.0086
0.0980 -0.0263 0.0340

Mulliken atomic charge list, values in e, 2 entries: -0.363, -0.112

---

(5)
Below is a molecular structure, C31H29N11O6STi in a non-equilibrium geometry, with properties calculated with ωB97M-V/def2-TZVPD.

The value obtained for the total energy is -95244.434 eV. As for the HOMO-LUMO gap (spin up / spin down): 7.01 / 6.88 eV. Its spin multiplicity is 2. As for the energy above the lowest of the compared OMol25 structures with the same formula, charge and spin: 19.7 kJ/mol. The total charge is +1. As for the highest occupied orbital energy (spin up / spin down): -10.984 / -10.988 eV.

Element x y z (Å)
Ti 0.6155 -0.1190 -0.2168
O 3.3486 1.2230 5.3544
C 3.9326 0.2059 4.8710
O 4.9208 -0.4180 5.2250
C 3.1669 -0.3304 3.6693
C 1.7899 -0.5233 3.7545
C 1.0863 -0.7243 2.5939
N 1.7213 -0.6992 1.4138
C 3.0550 -0.6959 1.3231
C 3.8214 -0.5371 2.4546
C 3.5089 -0.8894 -0.0796
C 4.8283 -1.0479 -0.4408
C 5.1320 -1.2854 -1.7752
C 4.1055 -1.3748 -2.6941
C 2.8023 -1.2059 -2.2541
N 2.5025 -0.9588 -0.9805
C -0.3488 -1.0746 2.4300
C -1.1948 -1.4017 3.4625
C -2.4615 -1.8902 3.1516
C -2.8177 -2.0593 1.8291
C -1.9182 -1.6854 0.8409
N -0.7214 -1.1835 1.1349
H 1.3007 -0.4507 4.7182
H 4.9042 -0.5120 2.4330
H 5.6072 -0.9904 0.3072
H 6.1616 -1.4100 -2.0837
H 4.2974 -1.5778 -3.7384
H 1.9630 -1.2813 -2.9307
H -0.8701 -1.3039 4.4902
H -3.1479 -2.1544 3.9452
H -3.7805 -2.4625 1.5463
H -2.1555 -1.7683 -0.2088
C -1.3450 2.2626 3.9342
C -2.2706 1.7957 2.8755
N -3.5298 1.5591 3.0339
N -3.9542 1.1749 1.7927
C -3.0055 1.1641 0.8437
S -3.2032 0.7661 -0.7661
N -1.9086 1.5570 1.5580
N -0.6065 1.6681 1.0358
H -1.8935 2.2890 4.8728
H -0.9672 3.2637 3.7218
H -0.4754 1.6157 4.0452
H -4.9251 0.9819 1.6167
H -0.5926 2.3934 0.3041
H -0.0219 1.9973 1.8059
C -1.6246 -1.4800 -4.2541
N -1.2784 -0.2214 -3.5880
C -1.6200 1.0088 -4.1389
C -1.3520 2.1707 -3.5321
C -0.7105 2.1655 -2.2240
O -0.5215 3.1548 -1.5329
N -0.3210 0.9126 -1.7789
C -0.6290 -0.2163 -2.4107
O -0.2522 -1.2806 -1.8046
H -2.5930 -1.3675 -4.7333
H -1.6799 -2.2665 -3.5098
H -0.8764 -1.7425 -4.9999
H -2.1326 0.9494 -5.0895
H -1.6524 3.1113 -3.9673
O 1.9219 2.6226 3.8548
C 2.6197 3.8134 3.5664
N 4.0094 3.6206 3.2266
C 4.5443 3.2987 2.0210
O 5.7429 3.1707 1.8511
C 3.6648 3.0378 0.8157
C 4.1228 3.4811 -0.4173
C 3.4732 3.0664 -1.5648
C 2.4398 2.1598 -1.4525
N 2.0030 1.6918 -0.2768
C 2.5830 2.1731 0.8397
H 2.4812 2.0940 4.5117
H 2.5954 4.4865 4.4233
H 2.1185 4.3041 2.7323
H 4.6738 3.5729 3.9875
H 4.9933 4.1227 -0.4621
H 3.7817 3.4069 -2.5439
H 1.9531 1.7721 -2.3355
H 2.2163 1.8122 1.7922

Forces on atoms 1 to 6 (eV/Å):
-0.7351 0.2734 -0.8302
0.5881 -0.1595 0.2038
-0.3148 -0.3401 0.5518
0.0271 0.2764 -0.1485
0.1165 0.1035 -0.2531
-0.1372 0.1279 0.2604

Mulliken atomic charge list, values in e, 2 entries: -0.457, -0.791

---

(6)
Below is 2 unconnected molecules or ions with the total composition C31H29O2S2Si in a non-equilibrium geometry, with properties calculated with ωB97M-V/def2-TZVPD.

The value obtained for the total energy is -66255.058 eV. As for the HOMO-LUMO gap: 4.84 eV. The total charge is +1. As for the highest occupied orbital energy: -10.150 eV.

Element x y z (Å)
C 2.4955 -2.5730 1.6123
C 2.8777 -1.9729 0.4218
C 2.3087 -0.7875 0.0317
C 1.3280 -0.1572 0.8327
C 0.7459 1.0508 0.4442
S -0.4740 1.8604 1.4043
C -0.9088 3.0987 0.1979
C 0.2619 3.3662 -0.7363
S 1.1844 1.8702 -1.0388
C 0.9565 -0.7924 2.0407
C 1.5345 -1.9781 2.4164
H 2.9449 -3.5068 1.9130
H 3.6233 -2.4412 -0.1998
H 2.5962 -0.3218 -0.8928
H -1.7798 2.7277 -0.3518
H -1.2220 4.0025 0.7291
H -0.0673 3.7728 -1.6973
H 0.9589 4.0874 -0.2983
H 0.2104 -0.3282 2.6589
H 1.2385 -2.4513 3.3384
C 8.5839 -1.9690 4.2339
C 9.2631 -0.7706 4.1360
C 8.6600 0.3060 3.5168
C 7.3826 0.1933 3.0111
Si 6.5908 1.6692 2.2074
C 7.2379 3.2430 2.9584
C 7.5978 3.2717 4.2888
C 8.0060 4.4520 4.8761
C 8.0525 5.6074 4.1213
C 7.6854 5.5841 2.7889
C 7.2767 4.3984 2.2106
C 7.0003 1.6450 0.3999
C 8.3160 1.7399 0.0047
C 8.6377 1.7423 -1.3381
C 7.6340 1.6471 -2.2829
C 6.3137 1.5478 -1.8881
C 6.0003 1.5471 -0.5423
O 4.9149 1.5938 2.3404
C 4.3175 2.5229 3.1528
C 3.1701 3.1749 2.7992
C 2.8458 4.1730 3.8460
C 4.0355 4.0687 4.8118
O 4.8082 2.9434 4.3958
C 6.7109 -1.0056 3.1010
C 7.3103 -2.0911 3.7114
H 9.0520 -2.8126 4.7143
H 10.2588 -0.6759 4.5418
H 9.1774 1.2457 3.4280
H 7.5126 2.3708 4.8714
H 8.2882 4.4713 5.9179
H 8.3854 6.5282 4.5710
H 7.7255 6.4889 2.2024
H 6.9769 4.3631 1.1771
H 9.0836 1.8094 0.7563
H 9.6684 1.8169 -1.6484
H 7.8829 1.6493 -3.3313
H 5.5329 1.4706 -2.6287
H 4.9785 1.4674 -0.2128
H 2.6334 2.9945 1.8880
H 2.7523 5.1777 3.4154
H 1.8946 3.9276 4.3370
H 4.6941 4.9466 4.7577
H 3.7369 3.9247 5.8578
H 5.7168 -1.0793 2.6937
H 6.7876 -3.0323 3.7824

Forces on atoms 1 to 6 (eV/Å):
-0.0342 0.0849 -0.0164
0.1732 -0.1162 -0.1722
-0.3620 0.4020 0.2028
0.7514 -1.5202 0.5073
-1.0791 2.2482 -0.7048
1.2116 -0.8907 -0.2601

Mulliken atomic charge list, values in e, 2 entries: -0.385, -0.894